# C48H39BrN8O4S2Sr

C48H39BrN8O4S2Sr as an isolated structure at a distorted geometry (ωB97M-V/def2-TZVPD, the OMol25 dataset).

* molecular weight: 1023.55 g mol⁻¹
* 2S+1: 1
* total charge: 0
* Kohn-Sham gap: 0.209 Ha

XYZ file:
```
103
C48H39BrN8O4S2Sr | the OMol25 dataset | ωB97M-V/def2-TZVPD
Sr 0.567 -0.491 0.113
C 4.378 -1.544 7.307
C 3.965 -1.266 5.857
C 2.963 -1.982 5.196
C 2.774 -1.728 3.782
C 3.724 -0.985 3.054
C 4.686 -0.254 3.781
C 4.708 -0.321 5.138
S 3.714 -0.926 1.354
O 3.096 0.329 1.032
O 5.048 -1.073 0.859
N 2.631 -1.997 0.813
C 2.938 -3.314 0.852
C 4.237 -3.840 0.466
C 4.497 -5.174 0.739
C 3.536 -6.021 1.258
C 2.293 -5.421 1.426
N 1.991 -4.171 1.152
H 3.918 -2.432 7.659
H 4.113 -0.798 8.023
H 5.495 -1.687 7.402
H 2.323 -2.717 5.725
H 1.844 -2.110 3.299
H 5.224 0.532 3.265
H 5.411 0.204 5.734
H 4.978 -3.159 0.045
H 5.436 -5.637 0.413
H 3.562 -7.048 1.488
H 1.538 -6.045 1.902
N -2.065 1.198 3.711
C -1.648 2.550 3.595
C -1.750 3.669 4.439
C -1.143 4.852 3.985
C -0.442 4.918 2.722
C -0.218 3.787 1.998
C -0.720 2.532 2.481
N -0.633 1.255 1.922
C -1.482 0.510 2.674
C -1.759 -0.935 2.331
C -2.876 -1.807 2.652
S -2.474 -3.441 2.302
C -0.895 -2.976 1.700
N -0.726 -1.658 1.713
H -2.935 0.884 4.188
H -2.338 3.652 5.330
H -1.242 5.671 4.651
H -0.223 5.880 2.263
H 0.306 3.757 0.996
H -3.860 -1.575 3.025
H -0.140 -3.671 1.288
C 3.388 -1.116 -2.702
O 2.358 -0.192 -2.400
C 2.251 0.903 -3.228
C 3.082 1.237 -4.220
C 2.683 2.212 -5.181
Br 3.711 2.493 -6.724
C 1.410 2.744 -5.159
C 0.643 2.657 -3.937
C 1.119 1.754 -2.899
O 0.501 1.622 -1.779
C -0.580 3.368 -3.762
N -1.454 3.108 -2.775
C -2.516 4.037 -2.760
C -3.673 4.236 -2.004
C -4.515 5.308 -2.292
C -4.296 6.153 -3.342
C -3.212 5.897 -4.217
C -2.283 4.877 -3.888
N -1.046 4.434 -4.462
H 3.395 -1.389 -3.765
H 3.302 -2.018 -2.076
H 4.384 -0.688 -2.535
H 4.007 0.676 -4.451
H 1.017 3.299 -6.000
H -1.360 2.324 -2.061
H -3.958 3.545 -1.181
H -5.365 5.439 -1.624
H -4.914 7.038 -3.468
H -3.187 6.367 -5.195
H -0.539 4.856 -5.226
N -0.512 -1.831 -1.711
C -1.396 -2.593 -2.400
C -1.024 -3.777 -3.150
C -1.976 -4.637 -3.680
C -3.353 -4.253 -3.703
C -3.736 -3.124 -3.074
C -2.788 -2.413 -2.272
C -3.401 -1.344 -1.513
C -4.807 -1.377 -1.141
C -5.419 -0.389 -0.379
C -4.635 0.677 0.118
C -3.263 0.721 -0.231
C -2.677 -0.197 -1.098
H 0.352 -1.935 -2.230
H -1.655 0.020 -1.400
H 0.004 -4.073 -3.221
H -1.702 -5.631 -4.084
H -4.093 -4.729 -4.337
H -4.763 -2.806 -3.256
H -5.398 -2.155 -1.581
H -6.554 -0.444 -0.189
H -5.133 1.508 0.591
H -2.750 1.621 0.152
```

---

# C48H39F6N3O2PRbS2

C48H39F6N3O2PRbS2 as an isolated structure at a distorted geometry (ωB97M-V/def2-TZVPD, the OMol25 dataset).

* molecular weight: 984.42 g mol⁻¹
* 2S+1: 1
* total charge: 0
* Kohn-Sham gap: 0.270 Ha

XYZ file:
```
102
C48H39F6N3O2PRbS2 | the OMol25 dataset | ωB97M-V/def2-TZVPD
Rb 0.813 0.389 -0.328
C 1.481 2.173 4.617
C 1.226 0.936 3.760
C 2.476 0.623 2.947
C 0.848 -0.322 4.566
C -0.018 -0.118 5.839
O -1.183 -0.907 5.616
C -1.056 -1.431 4.382
N 0.022 -1.190 3.751
C -2.130 -2.209 3.814
C -3.194 -2.626 4.609
C -4.221 -3.351 4.041
C -4.189 -3.639 2.685
C -3.138 -3.219 1.890
C -2.081 -2.499 2.440
P -0.670 -1.839 1.471
C 0.574 -3.144 1.786
C 1.878 -2.907 1.362
C 2.854 -3.876 1.518
C 2.535 -5.094 2.093
C 1.240 -5.333 2.526
C 0.265 -4.362 2.381
C -1.251 -2.417 -0.195
C -0.810 -3.563 -0.847
C -1.327 -3.915 -2.082
C -2.285 -3.122 -2.691
C -2.715 -1.965 -2.062
C -2.198 -1.614 -0.830
H 1.796 2.982 3.964
H 2.268 1.994 5.346
H 0.592 2.511 5.141
H 0.397 1.149 3.069
H 3.291 0.342 3.611
H 2.785 1.497 2.381
H 2.289 -0.194 2.258
H 1.761 -0.867 4.829
H -0.330 0.917 5.985
H 0.476 -0.476 6.745
H -3.206 -2.369 5.659
H -5.050 -3.684 4.650
H -5.000 -4.195 2.244
H -3.143 -3.448 0.835
H 2.130 -1.957 0.909
H 3.863 -3.674 1.190
H 3.297 -5.849 2.214
H 0.991 -6.283 2.977
H -0.739 -4.555 2.729
H -0.070 -4.199 -0.381
H -0.994 -4.826 -2.560
H -2.704 -3.414 -3.643
H -3.465 -1.340 -2.526
H -2.541 -0.715 -0.333
S 0.829 -0.745 -7.764
C 2.029 -1.943 -8.030
C 2.544 -2.423 -6.866
C 1.960 -1.831 -5.730
C 1.010 -0.896 -6.040
C 0.246 -0.077 -5.132
C 0.014 -0.496 -3.802
N -0.559 0.245 -2.897
C -0.992 1.467 -3.237
C -0.924 1.946 -4.568
C -1.479 3.218 -4.892
C -2.024 4.004 -3.935
C -2.036 3.592 -2.570
C -2.507 4.419 -1.546
C -2.467 3.979 -0.233
C -1.947 2.685 -0.007
N -1.508 1.892 -0.942
C -1.530 2.316 -2.215
C -2.938 4.786 0.865
C -3.692 5.930 0.821
C -3.991 6.448 2.095
C -3.461 5.703 3.100
S -2.589 4.348 2.511
C -0.271 1.147 -5.512
H 2.277 -2.217 -9.036
H 3.317 -3.171 -6.823
H 2.258 -2.054 -4.721
H 0.300 -1.492 -3.492
H -1.443 3.543 -5.922
H -2.441 4.971 -4.180
H -2.877 5.405 -1.788
H -1.915 2.294 1.004
H -4.036 6.382 -0.090
H -4.576 7.334 2.257
H -3.535 5.863 4.158
H -0.147 1.505 -6.525
C 5.229 1.604 -0.137
C 3.839 1.272 -0.758
O 3.145 0.349 -0.157
C 3.046 2.651 -0.805
F 3.600 3.621 -1.551
F 1.769 2.526 -1.251
F 2.912 3.168 0.435
C 4.069 0.859 -2.257
F 4.641 -0.350 -2.311
F 2.912 0.739 -2.960
F 4.845 1.679 -2.990
H 5.121 1.545 0.943
H 5.580 2.594 -0.416
H 5.959 0.862 -0.455
```

---

# C48H40AsF5FeN5O3PTe

C48H40AsF5FeN5O3PTe as an isolated structure at a distorted geometry (ωB97M-V/def2-TZVPD, the OMol25 dataset).

* molecular weight: 1119.21 g mol⁻¹
* 2S+1: 5
* total charge: 0
* Kohn-Sham gap (alpha / beta): 0.311 / 0.314 Ha

XYZ file:
```
105
C48H40AsF5FeN5O3PTe | the OMol25 dataset | ωB97M-V/def2-TZVPD
Fe 0.042 -0.449 0.059
C 0.231 1.793 2.306
N -0.879 0.993 1.654
C -1.892 1.833 0.978
C -2.644 0.893 0.105
N -2.174 -0.224 -0.339
C -2.994 -0.546 -1.435
C -2.900 -1.552 -2.398
C -3.956 -1.657 -3.280
C -5.050 -0.819 -3.206
C -5.175 0.208 -2.250
C -4.072 0.331 -1.457
N -3.778 1.262 -0.475
C 0.942 2.721 1.340
N 0.358 3.519 0.483
C 1.362 4.232 -0.138
C 1.286 5.194 -1.166
C 2.498 5.746 -1.528
C 3.700 5.298 -0.996
C 3.806 4.384 0.023
C 2.607 3.766 0.350
N 2.307 2.879 1.346
H -0.194 2.484 3.061
H 0.914 1.145 2.890
H -1.342 0.412 2.312
H -2.540 2.347 1.687
H -1.369 2.529 0.264
H -2.022 -2.188 -2.487
H -4.003 -2.427 -4.024
H -5.804 -0.956 -3.968
H -6.028 0.865 -2.249
H -4.429 1.939 -0.046
H 0.328 5.612 -1.440
H 2.493 6.592 -2.186
H 4.631 5.792 -1.260
H 4.760 4.032 0.424
H 2.900 2.229 1.824
O 0.511 -2.977 -3.197
C 0.764 -2.112 -2.361
O 0.119 -1.968 -1.256
C 1.795 -1.006 -2.580
P 0.965 0.588 -2.590
C -0.431 0.446 -3.731
C -1.305 1.524 -3.590
C -2.516 1.452 -4.368
C -2.686 0.364 -5.229
C -1.785 -0.650 -5.323
C -0.634 -0.620 -4.587
C 2.349 1.647 -3.125
C 3.660 1.246 -3.041
C 4.610 2.044 -3.657
C 4.317 3.162 -4.429
C 3.009 3.589 -4.444
C 2.021 2.813 -3.849
H 2.477 -1.209 -3.379
H 2.470 -1.056 -1.691
H -1.087 2.369 -2.944
H -3.206 2.261 -4.397
H -3.601 0.290 -5.717
H -2.190 -1.427 -5.992
H 0.085 -1.416 -4.584
H 3.846 0.340 -2.504
H 5.640 1.746 -3.587
H 5.124 3.789 -4.804
H 2.704 4.570 -4.897
H 0.989 3.162 -3.934
C 2.023 -6.234 2.526
C 2.128 -5.385 1.396
C 1.428 -4.209 1.371
C 0.719 -3.845 2.479
C 0.580 -4.629 3.672
C 1.270 -5.794 3.660
As -0.196 -2.133 2.365
C -2.086 -2.367 2.681
C -3.037 -2.825 1.790
C -4.364 -2.853 2.116
C -4.775 -2.406 3.410
C -3.798 -1.982 4.297
C -2.429 -1.873 3.934
C -1.357 -1.390 4.751
C -1.450 -0.859 6.043
C -0.344 -0.333 6.669
C 0.884 -0.260 6.028
C 1.036 -0.819 4.788
C -0.067 -1.395 4.143
H 2.558 -7.173 2.585
H 2.694 -5.685 0.515
H 1.451 -3.491 0.560
H -0.047 -4.232 4.476
H 1.423 -6.370 4.603
H -2.685 -3.157 0.806
H -5.145 -3.194 1.495
H -5.792 -2.596 3.753
H -4.170 -1.807 5.297
H -2.443 -0.863 6.523
H -0.554 0.184 7.570
H 1.774 0.220 6.463
H 2.047 -0.752 4.322
F 2.856 -1.187 2.454
Te 4.117 -0.368 1.280
F 4.014 0.930 2.901
F 2.261 0.282 0.594
F 3.748 -1.830 0.039
F 5.444 -1.505 1.953
O 0.354 1.006 -1.299
```

---

# C48H40Cl2F4N4O3SbTl

C48H40Cl2F4N4O3SbTl as an isolated structure at a distorted geometry (ωB97M-V/def2-TZVPD, the OMol25 dataset).

* molecular weight: 1193.91 g mol⁻¹
* 2S+1: 1
* total charge: -2
* Kohn-Sham gap: 0.203 Ha

XYZ file:
```
103
C48H40Cl2F4N4O3SbTl | the OMol25 dataset | ωB97M-V/def2-TZVPD
Tl 13.576 12.906 10.183
C 11.470 12.813 7.302
N 11.517 12.356 8.697
C 10.239 12.724 9.358
C 11.768 10.969 8.769
C 13.167 10.514 8.165
N 14.136 11.566 8.224
C 15.372 11.367 7.727
C 16.285 12.508 7.693
F 15.892 13.653 8.310
C 17.593 12.417 7.248
F 18.485 13.452 7.343
C 18.073 11.272 6.620
C 17.140 10.253 6.498
F 17.562 9.151 5.775
C 15.917 10.187 7.137
F 15.222 8.991 7.187
H 10.809 12.217 6.681
H 12.490 12.738 6.871
H 11.072 13.866 7.263
H 9.428 12.143 8.888
H 10.043 13.814 9.281
H 10.316 12.564 10.468
H 10.965 10.352 8.269
H 11.703 10.640 9.827
H 12.937 10.166 7.105
H 13.482 9.599 8.736
H 19.059 11.141 6.190
Cl 10.131 17.202 7.573
C 10.907 17.550 9.021
C 10.733 18.806 9.599
C 11.396 19.159 10.754
Cl 11.133 20.727 11.370
C 12.269 18.250 11.371
C 13.033 18.628 12.521
C 14.066 17.791 12.916
C 14.206 16.538 12.317
N 13.451 16.120 11.332
C 12.488 16.905 10.846
C 11.674 16.479 9.679
O 11.715 15.302 9.302
H 10.055 19.534 9.128
H 12.818 19.569 13.002
H 14.784 18.127 13.673
H 14.895 15.807 12.719
O 17.384 15.590 12.115
C 17.395 14.377 12.210
N 16.603 13.523 11.460
C 16.814 12.241 11.893
O 16.235 11.250 11.432
C 17.844 12.233 12.964
C 18.344 11.243 13.782
C 19.175 11.655 14.861
C 19.468 12.986 15.069
C 19.021 13.983 14.192
C 18.186 13.572 13.174
H 18.105 10.176 13.643
H 19.536 10.912 15.614
H 20.065 13.302 15.878
H 19.184 15.055 14.375
C 8.766 10.066 12.688
C 8.678 10.689 14.107
C 7.394 10.847 14.689
C 7.288 11.233 16.012
C 8.455 11.517 16.735
C 9.678 11.495 16.124
C 9.853 11.042 14.809
Sb 11.805 11.246 13.752
C 12.852 9.562 14.668
C 12.853 9.409 16.030
C 13.317 8.205 16.586
C 13.802 7.173 15.782
C 13.839 7.352 14.416
C 13.411 8.547 13.834
C 13.630 8.743 12.331
C 12.490 12.992 14.992
C 11.640 14.085 14.954
C 11.906 15.243 15.691
C 13.007 15.273 16.549
C 13.891 14.191 16.536
C 13.694 13.100 15.690
C 14.822 12.073 15.548
H 7.769 9.687 12.387
H 9.432 9.192 12.649
H 9.136 10.798 11.955
H 6.551 10.621 14.031
H 6.307 11.305 16.466
H 8.308 11.851 17.762
H 10.522 11.690 16.791
H 12.460 10.165 16.703
H 13.363 8.102 17.673
H 14.056 6.216 16.256
H 14.244 6.543 13.769
H 13.809 7.749 11.873
H 14.478 9.374 12.066
H 12.732 9.156 11.803
H 10.740 14.133 14.324
H 11.268 16.132 15.604
H 13.159 16.137 17.169
H 14.812 14.176 17.135
H 15.760 12.597 15.271
H 14.609 11.316 14.751
H 14.922 11.509 16.488
```